{
  "formula": "C24H32N2O10",
  "method": "the ωB97M-V functional and the def2-TZVPD basis",
  "elements": ["H", "N", "C", "C", "N", "C", "C", "C", "C", "C", "C", "C", "C", "C", "C", "O", "O", "H", "H", "H", "H", "H", "H", "H", "H", "H", "H", "H", "H", "H", "H", "H", "H", "H", "H", "H", "H", "H", "H", "H", "O", "C", "C", "C", "O", "C", "O", "C", "C", "O", "H", "H", "H", "H", "O", "C", "C", "C", "O", "C", "O", "C", "C", "O", "H", "H", "H", "H"],
  "coordinates": [[-2.816565, -2.870679, 1.498537], [-3.511037, -2.268098, 1.009152], [-3.637642, -2.688760, -0.240289], [-4.620731, -1.997585, -1.286957], [-4.043682, -0.837334, -2.044502], [-2.804470, -0.275514, -1.413726], [-2.546268, 1.159442, -2.137345], [-1.359776, 1.987895, -1.389194], [-0.153415, 0.957679, -1.141750], [1.300446, 1.638217, -1.039304], [2.215696, 0.921587, -2.181571], [2.713577, -0.523484, -1.694178], [1.906455, -1.761251, -2.326882], [1.619187, -2.857587, -1.194579], [-3.635665, -1.409305, -3.359442], [-4.061260, -0.901179, -4.425035], [-2.813618, -2.557193, -3.478099], [-2.982536, -3.570048, -0.541880], [-4.911430, -2.814623, -2.047427], [-5.574273, -1.699546, -0.723078], [-1.951348, -1.015860, -1.649323], [-2.898929, -0.040503, -0.305400], [-2.167456, 0.932071, -3.186671], [-3.489407, 1.808995, -2.146231], [-1.760672, 2.444843, -0.415119], [-0.954303, 2.819079, -2.078388], [-0.395781, 0.357019, -0.202161], [-0.162477, 0.232427, -2.037454], [1.294917, 2.774539, -1.134927], [1.761028, 1.290599, -0.042044], [1.685013, 0.896857, -3.200869], [3.145314, 1.585789, -2.319600], [3.827632, -0.642570, -1.970848], [2.674788, -0.633887, -0.548190], [2.543475, -2.237222, -3.161034], [0.911329, -1.480172, -2.807277], [0.923303, -3.673325, -1.618292], [2.620411, -3.298026, -0.842407], [1.072733, -2.421712, -0.290505], [-2.216620, -2.478492, -4.260408], [-1.099319, 4.828753, 0.347232], [-1.904891, 5.496048, 0.972710], [-2.977262, 6.251486, 0.318067], [-3.829666, 6.983932, 1.038334], [-4.830794, 7.687936, 0.446359], [-3.723159, 7.064132, 2.523176], [-4.507996, 7.757645, 3.146017], [-2.665659, 6.289656, 3.179883], [-1.815465, 5.554544, 2.459939], [-0.830737, 4.828530, 3.053766], [-3.042214, 6.186578, -0.759746], [-5.303339, 8.131643, 1.177314], [-2.610163, 6.342350, 4.258966], [-0.354530, 4.389903, 2.322127], [6.353782, -6.061704, 4.624203], [5.842212, -5.320924, 3.803462], [6.556723, -4.182090, 3.218255], [5.954492, -3.384070, 2.333913], [6.604389, -2.325556, 1.780367], [4.543317, -3.615619, 1.913019], [4.020205, -2.854896, 1.116700], [3.836464, -4.767929, 2.479582], [4.439593, -5.568228, 3.361437], [3.798843, -6.642268, 3.894248], [7.579187, -4.023797, 3.533655], [5.957084, -1.909396, 1.178455], [2.818868, -4.934986, 2.152388], [4.444091, -7.054757, 4.500873]],
  "forces_ev_per_a": [[-0.57, 0.49, -0.47], [-0.32, -1.23, -3.04], [0.62, 0.46, 2.23], [-0.44, -1.56, 1.02], [1.26, -2.51, -0.65], [0.67, 1.79, -0.87], [1.10, 0.04, 0.65], [0.01, -0.93, -0.57], [-0.44, 0.62, 0.03], [0.09, -1.82, -0.50], [0.77, 1.01, 0.83], [0.12, -0.29, -0.46], [0.21, -0.52, 0.39], [-0.06, -0.24, -0.54], [-1.43, 1.89, -4.22], [1.60, -1.54, 3.81], [-0.13, 1.50, 1.22], [-1.03, 1.09, -0.21], [0.28, 1.25, 1.25], [1.51, -0.18, -0.79], [-1.00, 1.34, 0.89], [-0.22, -0.88, -1.41], [-0.76, 0.52, 1.10], [1.19, -1.27, -0.17], [0.75, -0.62, -1.44], [-0.90, -1.12, 1.11], [0.44, 0.64, -1.24], [0.11, 1.09, 1.43], [-0.12, -1.57, 0.15], [-0.59, 1.03, -1.41], [0.66, -0.11, 1.56], [-1.28, -0.98, 0.10], [-1.71, 0.15, 0.39], [-0.06, 0.42, -1.69], [-1.02, 0.65, 1.24], [1.33, -0.04, 0.67], [1.25, 1.03, 0.64], [-1.69, 0.53, -0.45], [0.84, -0.36, -1.22], [-1.13, 0.18, 0.55], [0.03, 0.05, 0.43], [-0.20, 0.08, -0.75], [0.32, -0.24, -0.01], [-0.71, 0.42, -1.07], [0.69, -0.41, 1.04], [0.15, -0.05, 0.79], [-0.01, -0.06, -0.43], [-0.29, 0.23, 0.01], [0.67, -0.45, 1.05], [-0.65, 0.43, -1.04], [0.00, 0.01, 0.03], [0.02, -0.02, -0.12], [0.01, 0.00, -0.04], [-0.01, 0.03, 0.12], [-0.40, -0.05, -0.16], [0.76, 0.24, 0.14], [-0.03, -0.30, 0.23], [1.07, 0.79, -0.17], [-1.05, -0.77, 0.16], [-0.72, -0.26, -0.12], [0.45, 0.06, 0.18], [0.01, 0.33, -0.24], [-1.06, -0.83, 0.16], [1.03, 0.81, -0.14], [-0.03, 0.00, -0.01], [0.12, 0.00, 0.06], [0.03, 0.01, 0.02], [-0.11, 0.01, -0.04]],
  "nbo_charge": [0.34, -0.61, 0.10, -0.29, -0.48, -0.26, -0.41, -0.40, -0.42, -0.41, -0.40, -0.42, -0.40, -0.62, 0.89, -0.56, -0.74, 0.17, 0.22, 0.23, 0.20, 0.24, 0.20, 0.23, 0.21, 0.21, 0.21, 0.19, 0.22, 0.20, 0.20, 0.20, 0.21, 0.21, 0.20, 0.19, 0.20, 0.22, 0.20, 0.51, -0.53, 0.47, -0.37, 0.30, -0.63, 0.47, -0.52, -0.36, 0.30, -0.63, 0.25, 0.50, 0.25, 0.50, -0.52, 0.47, -0.36, 0.30, -0.63, 0.48, -0.53, -0.37, 0.31, -0.63, 0.25, 0.50, 0.25, 0.50],
  "lumo_energy_ha": -0.0641,
  "largest_force_ha_per_bohr": 0.0942,
  "energy_ev": -48857.361,
  "e_homo_ev": -9.6,
  "smiles": "[H]/N=C/CN(CCCCCCCCC)C(=O)O.O=C1C=C(O)C(=O)C=C1O.O=C1C=C(O)C(=O)C=C1O"
}


{
  "formula": "C24H32N2O2",
  "method": "the ωB97M-V functional and the def2-TZVPD basis",
  "elements": ["O", "C", "C", "C", "C", "C", "C", "O", "N", "C", "C", "C", "C", "C", "C", "C", "C", "C", "N", "C", "C", "C", "C", "C", "C", "C", "C", "C", "H", "H", "H", "H", "H", "H", "H", "H", "H", "H", "H", "H", "H", "H", "H", "H", "H", "H", "H", "H", "H", "H", "H", "H", "H", "H", "H", "H", "H", "H", "H", "H"],
  "coordinates": [[0.521567, -1.297837, -1.207204], [-0.174802, -1.546115, -0.239030], [0.363438, -2.054948, 1.087836], [1.857333, -1.776166, 1.250292], [2.739279, -2.712860, 0.424339], [4.157609, -2.167434, 0.296272], [4.355793, -0.890053, -0.516335], [5.417409, -0.291909, -0.466016], [3.339288, -0.504763, -1.303314], [3.449627, 0.588949, -2.238887], [2.259890, 1.546718, -2.166256], [2.385352, 2.616336, -1.072559], [2.175892, 2.086408, 0.316857], [3.251385, 1.779388, 1.140667], [3.042231, 1.336224, 2.435230], [1.754959, 1.193817, 2.924928], [0.676204, 1.483279, 2.106366], [0.887270, 1.925535, 0.813080], [-1.514530, -1.410718, -0.272488], [-2.216389, -0.910484, -1.434648], [-2.295600, 0.618776, -1.457675], [-2.966353, 1.196277, -0.204626], [-4.336529, 0.618812, 0.013357], [-5.370867, 0.914801, -0.867136], [-6.626784, 0.363340, -0.693615], [-6.869578, -0.493964, 0.366741], [-5.850604, -0.789099, 1.254893], [-4.594247, -0.235872, 1.076919], [-0.189606, -1.573746, 1.897072], [0.172071, -3.130600, 1.141036], [2.125332, -1.868746, 2.304688], [2.049518, -0.745538, 0.955104], [2.303974, -2.867706, -0.563329], [2.783181, -3.690823, 0.912186], [4.574956, -1.976503, 1.287709], [4.798601, -2.917512, -0.176339], [2.444851, -0.978607, -1.293214], [4.389116, 1.105422, -2.026934], [3.506432, 0.174308, -3.254528], [1.352028, 0.959434, -2.013124], [2.174427, 2.055293, -3.128906], [1.637922, 3.391124, -1.265633], [3.372938, 3.076112, -1.142555], [4.259093, 1.883284, 0.767706], [3.888991, 1.106038, 3.064765], [1.592284, 0.860111, 3.939658], [-0.332102, 1.379438, 2.484253], [0.042373, 2.169330, 0.183915], [-2.056091, -1.572639, 0.560439], [-1.669734, -1.251836, -2.317526], [-3.220163, -1.340909, -1.441754], [-2.852394, 0.915480, -2.347418], [-1.284142, 1.019553, -1.540378], [-3.041891, 2.280364, -0.320746], [-2.337744, 0.997374, 0.665579], [-5.189834, 1.588373, -1.692481], [-7.420279, 0.604343, -1.385721], [-7.850050, -0.925159, 0.502992], [-6.033985, -1.450384, 2.089336], [-3.808336, -0.461086, 1.786162]],
  "forces_ev_per_a": [[0.27, 0.15, -0.42], [-0.29, -0.24, 0.69], [0.42, 0.12, -0.03], [-0.20, -0.21, -0.19], [0.09, 0.18, 0.11], [-0.05, -0.08, -0.03], [-0.07, -0.41, 0.19], [0.38, 0.18, 0.09], [-0.30, 0.01, -0.21], [0.02, 0.12, -0.25], [0.24, 0.08, 0.05], [-0.13, -0.19, -0.17], [0.04, 0.14, 0.03], [-0.03, 0.03, 0.02], [0.03, -0.01, 0.09], [0.00, -0.03, 0.12], [-0.11, -0.05, 0.09], [0.03, -0.04, -0.03], [-0.40, 0.03, 0.00], [0.11, 0.21, -0.32], [0.02, -0.21, 0.18], [0.03, 0.03, -0.25], [0.05, 0.09, 0.13], [0.01, -0.02, 0.02], [-0.05, 0.02, -0.07], [-0.08, -0.07, 0.05], [-0.09, -0.10, 0.05], [0.03, 0.03, -0.03], [-0.09, -0.05, 0.00], [-0.08, -0.02, 0.03], [0.03, 0.07, 0.01], [-0.01, 0.06, 0.09], [-0.02, -0.07, -0.01], [-0.03, -0.02, -0.06], [0.07, 0.03, -0.05], [0.06, 0.07, 0.04], [0.04, -0.12, 0.16], [-0.08, -0.05, -0.10], [0.08, 0.10, 0.09], [-0.11, 0.05, -0.08], [-0.03, -0.03, -0.03], [0.08, 0.04, 0.03], [-0.02, 0.08, -0.02], [0.13, 0.00, -0.07], [0.09, -0.02, 0.06], [-0.01, -0.03, 0.08], [-0.08, 0.01, 0.03], [-0.11, 0.04, -0.09], [0.17, -0.06, 0.02], [-0.16, -0.03, 0.07], [0.08, -0.02, -0.03], [0.01, 0.06, -0.07], [0.03, 0.03, -0.09], [0.06, 0.00, 0.09], [0.01, 0.06, 0.04], [0.02, 0.08, -0.10], [-0.06, 0.02, -0.05], [-0.08, -0.03, 0.01], [-0.02, -0.05, 0.06], [0.10, 0.01, 0.08]],
  "nbo_charge": [-0.67, 0.70, -0.49, -0.40, -0.41, -0.49, 0.69, -0.66, -0.65, -0.23, -0.39, -0.42, -0.01, -0.16, -0.22, -0.23, -0.21, -0.23, -0.61, -0.23, -0.40, -0.45, 0.08, -0.24, -0.20, -0.22, -0.20, -0.25, 0.22, 0.23, 0.21, 0.22, 0.21, 0.21, 0.22, 0.23, 0.44, 0.23, 0.19, 0.21, 0.21, 0.21, 0.21, 0.22, 0.22, 0.21, 0.21, 0.20, 0.40, 0.23, 0.21, 0.21, 0.22, 0.22, 0.21, 0.21, 0.21, 0.22, 0.21, 0.20],
  "lumo_energy_ha": 0.0192,
  "largest_force_ha_per_bohr": 0.0152,
  "energy_ev": -32484.848,
  "e_homo_ev": -8.7,
  "smiles": "O=C(CCCCC(=O)NCCCc1ccccc1)NCCCc1ccccc1",
  "de_lowest_kcal_mol": 1.1
}


{
  "formula": "C24H32N2O2S",
  "method": "the ωB97M-V functional and the def2-TZVPD basis",
  "elements": ["C", "C", "C", "C", "C", "C", "C", "C", "C", "C", "C", "C", "O", "C", "C", "O", "C", "C", "C", "C", "C", "C", "C", "N", "S", "N", "C", "C", "C", "H", "H", "H", "H", "H", "H", "H", "H", "H", "H", "H", "H", "H", "H", "H", "H", "H", "H", "H", "H", "H", "H", "H", "H", "H", "H", "H", "H", "H", "H", "H", "H"],
  "coordinates": [[6.402386, -2.039802, 0.082589], [5.562672, -0.925286, 0.821188], [4.343699, -1.511818, 1.592807], [6.528565, -0.372632, 1.942041], [5.233013, 0.299834, -0.086489], [3.985434, 0.189074, -1.032250], [3.719937, -1.220743, -1.635164], [4.302090, 1.117214, -2.264232], [2.675079, 0.764784, -0.408681], [2.363075, 2.139352, -0.486564], [1.173612, 2.669005, 0.034729], [0.222282, 1.859554, 0.664130], [-0.964114, 2.294610, 1.209186], [-1.808941, 2.962414, 0.269042], [-2.827340, 1.993176, -0.371790], [-3.809821, 1.710222, 0.617975], [-4.824987, 0.921218, -0.014560], [-5.921779, 0.644124, 1.069809], [-6.725780, -0.589704, 0.621270], [-7.005670, -1.568582, 1.539899], [-7.746687, -2.761223, 1.092615], [-8.180339, -2.970002, -0.173963], [-7.924501, -1.951409, -1.166215], [-8.249616, -1.938551, -2.436897], [-7.734157, -0.534586, -3.115222], [-7.050974, 0.080302, -1.774278], [-7.179205, -0.732016, -0.746005], [0.517171, 0.487406, 0.756498], [1.703794, -0.036072, 0.238030], [7.404082, -2.172251, 0.515776], [5.839378, -2.989329, 0.004555], [6.555113, -1.700596, -0.962696], [3.680984, -0.701877, 1.936077], [4.760892, -1.968918, 2.515848], [3.828088, -2.327204, 1.063141], [5.985830, 0.124307, 2.763067], [7.062494, -1.244222, 2.371482], [7.314401, 0.270967, 1.498478], [6.122419, 0.576590, -0.684954], [5.063416, 1.154039, 0.603817], [4.671502, -1.641605, -1.994273], [3.070828, -1.079515, -2.523796], [3.171805, -1.907084, -0.975413], [3.502696, 1.093600, -3.022636], [5.203232, 0.686037, -2.753925], [4.592613, 2.133549, -1.956712], [3.016236, 2.867144, -0.977042], [0.963117, 3.742766, -0.072142], [-2.415737, 3.680922, 0.854967], [-1.272893, 3.549900, -0.494756], [-2.339620, 1.074419, -0.758957], [-3.278119, 2.508988, -1.249450], [-4.418526, -0.065947, -0.321505], [-5.226543, 1.494749, -0.867425], [-6.593255, 1.516113, 1.171557], [-5.353333, 0.451607, 1.996132], [-6.678283, -1.451001, 2.577623], [-7.950693, -3.513509, 1.864828], [-8.732792, -3.862552, -0.485587], [-0.224213, -0.170192, 1.227823], [1.895985, -1.109755, 0.296601]],
  "forces_ev_per_a": [[-0.85, 0.67, -0.95], [1.11, 0.17, 0.86], [0.93, -0.09, 0.42], [0.15, -0.67, -0.37], [-0.75, -0.32, 0.50], [-0.59, 0.96, -0.82], [-0.13, 0.57, -0.35], [0.98, -0.96, 0.01], [-0.42, 0.20, 0.42], [-0.28, -0.05, 0.17], [-0.36, 0.29, 0.08], [0.87, -1.21, -0.19], [0.46, 0.46, -0.76], [-1.22, 0.13, 0.18], [0.72, 0.87, 0.23], [0.06, -0.56, -1.26], [-0.51, 0.31, 1.34], [0.35, -0.28, -1.53], [0.52, 0.78, 1.24], [-0.67, -0.44, -1.81], [0.34, 0.21, 1.09], [-0.18, 0.12, -0.60], [0.97, 0.97, 1.16], [-0.38, -0.09, -0.77], [0.14, -0.94, 2.00], [0.46, 1.17, -0.23], [-1.16, -1.69, -0.68], [-0.13, 0.09, 0.02], [0.44, 0.23, -0.39], [-0.49, -0.18, -0.01], [0.47, 0.33, 0.24], [0.10, -0.31, 0.48], [0.01, -0.43, -0.32], [-0.30, 0.08, -0.45], [-0.08, 0.57, 0.06], [0.23, 0.11, -0.46], [-0.32, 0.48, 0.03], [-0.49, -0.08, 0.31], [-0.32, -0.34, 0.24], [-0.02, -0.32, -0.43], [-0.45, -0.11, 0.24], [0.30, -0.12, 0.42], [0.60, 0.12, -0.15], [0.14, 0.32, 0.48], [-0.44, 0.25, 0.16], [-0.31, -0.34, -0.22], [-0.14, -0.46, 0.22], [0.22, -0.48, 0.06], [0.36, -0.32, -0.23], [0.10, -0.48, 0.28], [-0.15, 0.27, 0.33], [0.04, -0.21, 0.41], [-0.04, 0.55, -0.15], [0.13, -0.54, 0.20], [0.41, -0.32, 0.11], [-0.61, 0.04, -0.23], [-0.18, -0.20, -0.46], [0.04, 0.22, -0.42], [0.27, 0.31, 0.30], [0.36, 0.28, -0.18], [-0.29, 0.39, 0.15]],
  "nbo_charge": [-0.62, -0.04, -0.62, -0.60, -0.39, -0.10, -0.62, -0.60, 0.05, -0.16, -0.30, 0.28, -0.50, -0.09, -0.09, -0.54, -0.06, -0.44, -0.03, -0.19, -0.19, -0.22, 0.10, -0.60, 0.89, -0.64, 0.16, -0.25, -0.24, 0.21, 0.21, 0.20, 0.22, 0.21, 0.21, 0.21, 0.20, 0.21, 0.21, 0.21, 0.21, 0.21, 0.21, 0.21, 0.20, 0.21, 0.20, 0.21, 0.20, 0.18, 0.18, 0.17, 0.17, 0.19, 0.22, 0.23, 0.22, 0.22, 0.23, 0.22, 0.21],
  "lumo_energy_ha": -0.0208,
  "largest_force_ha_per_bohr": 0.0431,
  "energy_ev": -43316.103,
  "e_homo_ev": -8.5,
  "de_lowest_kcal_mol": 58.6
}